{"formula": "C4H8NO3", "method": "wB97M-V/def2-TZVPD", "e_tot_ev": -11897.0673, "charge": 1, "e_homo_ev": -14.03, "gap_ev": 6.7720, "symbols": ["O", "C", "C", "C", "C", "O", "O", "N", "H", "H", "H", "H", "H", "H", "H", "H"], "xyz": [[2.233888, -1.410299, -0.222809], [1.043760, -1.152160, 0.145270], [0.574380, 0.194328, 0.129722], [-0.818139, 0.677130, 0.366577], [-1.914342, -0.451976, 0.181684], [-2.460849, -0.266814, -1.079509], [-2.195724, -1.391586, 0.812013], [1.735986, 1.122241, 0.218440], [0.450123, -2.069173, 0.388110], [0.145246, -1.191086, -1.713917], [-0.838161, 0.941773, 1.517275], [-0.848931, 1.573518, -0.401513], [-3.367021, -0.321994, -1.125389], [1.892923, 1.761988, -0.482996], [2.475917, 0.330076, 0.170728], [1.890942, 1.654034, 1.096314]], "forces_ev_per_angstrom": [[-1.4, 1.5, 1.9], [2.9, -3.1, -2.2], [-1.6, -0.6, -0.7], [0.8, 0.8, 1.1], [0.1, 1.6, -3.6], [4.0, 1.4, 0.7], [0.3, -0.6, 2.1], [0.3, -3.0, 2.3], [-0.5, 1.1, 0.1], [0.2, 1.5, 1.6], [-0.2, 0.2, -2.2], [-1.0, -1.5, 1.9], [-3.5, -0.8, 0.0], [0.1, 1.7, -2.6], [0.2, 0.4, -0.4], [-0.7, -0.6, -0.1]]}